33
Properties=species:S:1:pos:R:3:forces:R:3 method="wB97M-V/def2-TZVPD" charge=0 e_lumo_ev=0.677 smiles="CCC(CC)=C1C=C[C@H]2[C@@H]1[C@]2(C)C(=O)O"
O -1.983 -3.223 1.937 -0.03 0.20 -0.30
H -0.362 3.491 0.528 -0.78 -0.11 -0.05
H 2.226 -0.518 -1.698 0.41 0.24 -0.51
H 2.492 3.083 -1.968 -0.81 -0.53 0.12
H -0.864 -0.875 -1.921 0.30 0.19 0.18
H 1.488 -3.035 -1.845 -0.16 0.41 0.48
H 0.795 3.038 -1.316 -0.03 0.20 -0.84
H 2.975 1.252 -0.398 -0.13 0.11 0.25
H -1.600 2.900 1.698 -0.09 0.31 0.16
H 0.338 -3.526 0.637 -0.50 0.38 -0.63
H -2.796 -3.452 2.427 0.25 0.19 -0.30
C 1.176 -2.305 -1.084 -0.36 0.59 0.12
C 0.175 -2.623 0.025 0.58 0.05 0.20
H -1.523 2.155 0.114 0.12 0.03 -0.16
H -2.138 -0.134 -0.878 0.14 -0.30 -0.24
C 1.557 -1.002 -1.030 -0.57 -1.82 0.73
O -3.481 -2.083 0.700 0.08 -0.27 0.22
H 0.834 2.171 2.140 -0.40 0.11 -0.15
C -1.190 -1.890 0.036 -0.27 0.45 -0.76
C 2.069 1.860 -0.239 0.94 -1.13 0.31
C 1.671 2.435 -1.567 -0.02 1.04 0.02
C 0.896 -0.321 0.081 -0.64 0.97 0.58
C -0.929 2.619 0.899 1.41 -0.07 0.08
H 0.026 -1.377 1.901 -0.21 0.16 -1.15
C -0.001 -1.327 0.784 0.89 -0.02 0.79
C -2.341 -2.414 0.904 0.56 0.53 -0.68
H 1.396 1.646 -2.271 0.05 0.24 -0.03
H -2.389 -1.677 -1.763 -0.27 0.15 0.05
C 1.019 0.989 0.404 -0.45 -0.69 0.17
C 0.143 1.644 1.457 0.54 0.38 -0.34
C -1.668 -1.064 -1.225 -0.22 -1.26 1.41
H -0.362 0.925 2.059 -0.32 -0.88 0.38
H 2.351 2.637 0.473 -0.03 0.16 -0.10



47
Properties=species:S:1:pos:R:3:forces:R:3 method="wB97M-V/def2-TZVPD" charge=-1 e_lumo_ev="2.509 / 0.724" spin_multiplicity=6
C 0.558 -1.566 -1.733 0.11 0.25 -0.10
O 1.697 -1.229 2.254 0.65 0.39 -0.68
C 0.110 -3.608 1.233 -0.04 0.07 -0.15
F 5.680 -3.618 1.398 -0.05 0.04 -0.03
H -1.957 3.430 -1.159 -0.02 0.03 -0.03
H 1.407 0.925 -2.069 -0.05 0.02 -0.03
S -1.170 -1.183 3.431 -0.24 0.20 0.19
H 0.411 -3.630 -1.265 -0.02 -0.07 0.01
H -5.351 1.751 -2.262 0.00 0.02 -0.01
O 0.025 -0.368 -1.224 -0.11 -0.06 -0.06
F 6.260 -2.012 -0.728 0.00 0.00 0.00
C -2.514 4.156 -1.756 0.07 -0.01 0.07
H -4.661 1.547 -0.637 0.00 -0.02 -0.02
H -2.181 5.163 -1.502 0.00 0.00 -0.01
H -0.084 0.658 -3.017 -0.03 -0.01 -0.02
H -2.326 3.981 -2.814 -0.01 0.01 -0.02
C -0.050 -2.687 -0.950 -0.01 -0.17 0.14
H -1.132 -2.751 -1.111 -0.02 0.04 0.00
H -5.106 3.475 1.019 -0.02 0.02 -0.01
C -4.270 4.014 0.574 0.05 0.01 0.07
S 1.379 1.297 4.808 0.15 0.05 0.12
H -3.339 3.544 0.894 -0.05 -0.02 -0.01
C -4.525 2.023 -1.606 -0.05 -0.13 -0.04
S -2.093 0.863 0.703 0.30 -0.07 -0.09
H -3.590 1.656 -2.030 -0.03 -0.02 0.02
H 0.822 -4.367 0.893 -0.01 -0.03 -0.01
Fe 0.043 -0.390 1.559 -0.21 -0.45 -0.28
H -0.138 1.624 -1.520 0.01 -0.03 0.00
H 1.650 -1.584 -1.611 0.00 0.04 -0.04
F 4.518 0.008 -1.367 -0.01 0.01 0.02
C 2.778 -1.393 1.545 -0.28 0.05 0.30
S -0.559 1.942 1.453 -0.13 -0.03 0.22
H -4.299 5.047 0.918 0.01 0.01 0.02
H 0.344 -3.311 2.249 0.02 0.05 0.03
C 5.146 -1.809 -0.002 0.02 0.09 -0.10
As -4.431 3.973 -1.379 0.01 0.07 -0.04
F 2.307 0.414 0.099 0.10 -0.01 0.15
C 0.325 0.767 -2.006 0.14 0.04 -0.02
C 3.137 -0.595 0.449 -0.09 0.21 -0.12
Sb -0.721 1.063 4.066 -0.14 0.03 0.16
H 0.329 -1.681 -2.801 -0.04 0.01 0.00
C 4.270 -0.788 -0.315 0.01 0.00 0.02
C 4.844 -2.616 1.076 0.00 -0.22 0.21
C 3.694 -2.419 1.818 0.13 -0.25 0.07
O 0.229 -2.446 0.413 -0.13 -0.20 0.12
F 3.441 -3.267 2.827 0.03 0.03 -0.01
H -0.909 -4.003 1.184 0.01 -0.01 0.01